Entry 1:
37
Properties=species:S:1:pos:R:3:nbo_charge:R:1 method="wB97M-V/def2-TZVPD" lumo_ev=-7.79 fmax_ev_per_a=0.51 homo_lumo_gap_ev=8.1 charge=+2
Au -0.080 0.461 -0.451 1.125
C -0.014 -0.946 2.247 -0.251
C -0.693 -2.027 1.415 -0.249
N -1.548 -1.484 0.356 -0.690
C -2.870 -0.980 0.727 -0.247
C -2.879 0.365 1.464 -0.527
S -1.751 1.664 0.817 0.305
C -0.676 2.021 2.259 -0.545
C 0.724 1.420 2.148 -0.248
N 0.712 0.097 1.452 -0.626
H 0.698 -1.407 2.932 0.247
H -0.747 -0.431 2.860 0.206
H -1.245 -2.668 2.111 0.224
H 0.061 -2.653 0.935 0.225
H -1.662 -2.188 -0.362 0.407
H -3.416 -1.684 1.365 0.224
H -3.440 -0.880 -0.197 0.231
H -2.651 0.260 2.522 0.232
H -3.878 0.793 1.398 0.274
H -1.213 1.679 3.141 0.249
H -0.604 3.104 2.336 0.282
H 1.154 1.305 3.146 0.242
H 1.378 2.073 1.574 0.240
H 1.682 -0.185 1.331 0.448
Br -1.844 1.571 -4.261 0.233
C -0.277 0.712 -3.790 0.130
C 0.672 0.227 -4.688 -0.239
C 1.817 -0.402 -4.214 -0.084
C 2.066 -0.576 -2.846 -0.264
C 1.071 -0.065 -2.060 0.108
N 0.013 0.523 -2.503 -0.481
C 4.493 0.601 -0.001 1.051
O 5.523 0.736 -0.485 -0.427
O 3.433 0.469 0.477 -0.616
H 0.506 0.345 -5.749 0.279
H 2.539 -0.773 -4.930 0.267
H 2.947 -1.077 -2.478 0.265

Entry 2:
39
Properties=species:S:1:pos:R:3:mulliken_spin:R:1 method="wB97M-V/def2-TZVPD" lumo_ev="0.51 / -2.35" fmax_ev_per_a=7.47 homo_lumo_gap_ev="7.5 / 5.6" spin_multiplicity=3 charge=0 relative_energy_kcal_mol=84.4
H -0.038 2.765 1.044 0.003
N 0.295 1.510 -0.646 -0.019
B 0.699 0.656 -3.025 0.004
N 0.712 1.762 -1.935 0.005
C 0.997 3.062 -2.077 0.034
Ti -0.707 -0.453 -0.088 1.008
H 1.363 3.401 -3.039 0.002
C 0.760 3.699 -0.855 -0.009
H 0.902 4.739 -0.646 0.000
C 0.307 2.698 0.019 0.022
H 1.040 1.024 -4.108 0.001
C -0.832 -2.594 0.132 0.399
H -1.263 -2.704 1.136 0.001
H 0.147 -3.076 0.129 -0.031
H -1.543 -3.064 -0.572 0.000
N -0.739 0.067 -3.016 0.002
N 1.658 -0.426 -2.475 0.003
N -1.286 -0.413 -1.828 0.044
N 1.362 -1.018 -1.275 -0.010
C -1.623 -0.107 -4.000 0.045
C 2.787 -0.951 -2.989 0.000
H -1.353 0.212 -4.980 0.003
H 3.173 -0.569 -3.922 0.000
C -2.796 -0.669 -3.456 -0.011
C 3.225 -1.943 -2.119 0.001
C -2.577 -0.822 -2.111 0.050
C 2.289 -1.966 -1.073 0.002
H -3.676 -0.909 -4.004 0.001
H 4.093 -2.570 -2.228 0.000
H -3.177 -1.280 -1.322 0.008
H 2.227 -2.647 -0.220 0.000
H -1.505 0.940 -0.183 0.434
C 1.123 -0.026 3.555 0.000
C 0.416 -0.210 2.214 0.008
O 0.891 -1.015 1.348 0.004
O -0.675 0.426 1.996 -0.004
H 2.186 -0.313 3.470 0.001
H 0.605 -0.663 4.298 0.001
H 1.021 1.035 3.833 0.000

Entry 3:
39
Properties=species:S:1:pos:R:3:mulliken_spin:R:1 method="wB97M-V/def2-TZVPD" lumo_ev="-9.79 / -9.24" fmax_ev_per_a=5.75 homo_lumo_gap_ev="5.9 / 6.5" spin_multiplicity=3 charge=+2
H 3.094 -0.326 1.391 -0.002
N 1.181 -0.958 0.754 -0.011
B -0.960 -2.283 0.285 0.015
N 0.452 -2.140 0.930 -0.012
C 1.185 -3.006 1.651 0.034
W 0.289 0.656 -0.495 1.903
H 0.780 -3.985 1.885 0.001
C 2.406 -2.405 1.956 -0.001
H 3.216 -2.841 2.520 0.000
C 2.368 -1.128 1.383 -0.005
H -1.459 -3.354 0.518 0.001
C -0.058 2.283 -1.937 0.012
H 1.058 2.366 -1.899 0.043
H -0.439 3.237 -1.574 0.017
H -0.238 2.225 -3.014 0.014
N -0.752 -2.059 -1.250 0.012
N -1.827 -1.104 0.819 -0.012
N -0.152 -0.868 -1.729 -0.007
N -1.413 0.223 0.591 0.012
C -1.020 -2.841 -2.301 0.001
C -2.963 -1.082 1.525 0.036
H -1.492 -3.797 -2.138 0.002
H -3.448 -2.013 1.789 0.001
C -0.603 -2.204 -3.471 -0.003
C -3.310 0.246 1.789 0.007
C -0.057 -0.987 -3.101 -0.012
C -2.333 1.040 1.203 0.015
H -0.692 -2.584 -4.475 0.001
H -4.170 0.584 2.339 0.001
H 0.386 -0.185 -3.675 -0.002
H -2.206 2.115 1.162 0.005
H -0.918 1.416 -1.547 0.009
C 1.993 4.389 1.324 -0.006
O 1.119 3.401 0.767 -0.001
C 1.655 2.154 0.610 -0.067
O 2.779 1.902 1.066 -0.003
H 2.758 4.652 0.585 0.001
H 2.451 4.024 2.247 0.000
H 1.337 5.237 1.518 0.000